{
  "formula": "C42H36Cl2GeI2KN8O2S",
  "method": "ωB97M-V/def2-TZVPD",
  "homo_ev": [-2.39, -2.44],
  "fmax_ha_per_bohr": 0.041,
  "relative_energy_kcal_mol": 37.87,
  "s2": 0.7552,
  "multiplicity": 2,
  "homo_lumo_gap_ev": [5.69, 5.74],
  "molar_mass_g_mol": 1153.29,
  "lumo_ev": [3.3, 3.3],
  "charge": -2,
  "species": ["K", "Cl", "C", "C", "C", "Cl", "C", "C", "C", "C", "N", "C", "C", "O", "H", "H", "H", "H", "N", "N", "C", "N", "S", "H", "H", "H", "H", "H", "I", "I", "C", "C", "C", "C", "C", "C", "C", "O", "C", "C", "C", "H", "H", "H", "H", "H", "H", "H", "H", "H", "H", "H", "H", "C", "Ge", "C", "C", "C", "C", "C", "C", "C", "C", "C", "C", "C", "C", "C", "C", "C", "C", "H", "H", "H", "H", "H", "H", "H", "H", "H", "H", "H", "H", "H", "H", "H", "N", "C", "N", "C", "C", "C", "N", "C", "N"],
  "positions_angstrom": [[-2.733, -0.155, -2.037], [-6.653, -2.964, -0.687], [-5.259, -3.071, 0.356], [-5.358, -3.832, 1.519], [-4.292, -3.945, 2.372], [-4.467, -4.917, 3.828], [-3.071, -3.298, 2.091], [-1.920, -3.388, 2.905], [-0.780, -2.725, 2.548], [-0.789, -1.954, 1.372], [-1.837, -1.835, 0.594], [-2.976, -2.501, 0.912], [-4.093, -2.369, -0.031], [-4.002, -1.674, -1.078], [-6.289, -4.333, 1.745], [-1.949, -4.001, 3.796], [0.119, -2.794, 3.148], [0.111, -1.420, 1.062], [0.326, 0.000, -1.581], [1.675, 0.288, -1.821], [2.156, 1.534, -1.894], [3.481, 1.603, -2.269], [1.292, 2.917, -1.529], [0.122, 0.196, -0.610], [0.169, -0.992, -1.743], [2.252, -0.483, -2.118], [4.043, 0.771, -2.164], [3.924, 2.459, -1.990], [-2.900, 3.292, -2.954], [-4.523, 5.890, -3.850], [4.571, 0.158, -6.361], [3.161, -0.160, -5.937], [2.768, -1.475, -5.702], [1.475, -1.796, -5.307], [1.135, -3.256, -5.109], [0.551, -0.748, -5.106], [-0.830, -1.038, -4.665], [-1.642, -0.227, -4.275], [0.924, 0.587, -5.365], [-0.038, 1.738, -5.237], [2.227, 0.849, -5.774], [5.011, -0.673, -6.916], [5.204, 0.350, -5.490], [4.597, 1.049, -6.989], [3.489, -2.277, -5.842], [2.015, -3.873, -5.289], [0.349, -3.584, -5.795], [0.781, -3.440, -4.099], [-1.129, -2.098, -4.729], [-0.995, 1.529, -5.712], [0.392, 2.643, -5.668], [-0.267, 1.937, -4.191], [2.516, 1.879, -5.962], [-0.280, 4.484, 1.575], [-0.098, 2.637, 2.150], [1.721, 1.948, 2.183], [1.945, 0.639, 2.602], [3.237, 0.131, 2.671], [4.316, 0.939, 2.339], [4.103, 2.250, 1.926], [2.810, 2.747, 1.840], [-0.936, 2.124, 3.840], [-1.954, 1.205, 3.829], [-2.564, 0.769, 5.029], [-2.148, 1.265, 6.228], [-1.101, 2.221, 6.292], [-0.654, 2.751, 7.529], [0.361, 3.662, 7.578], [0.985, 4.091, 6.384], [0.573, 3.600, 5.178], [-0.481, 2.652, 5.089], [0.245, 5.198, 2.210], [-1.342, 4.726, 1.567], [0.095, 4.548, 0.552], [1.106, 0.008, 2.886], [3.399, -0.892, 2.989], [5.325, 0.547, 2.406], [4.943, 2.878, 1.654], [2.645, 3.763, 1.493], [-2.302, 0.793, 2.887], [-3.360, 0.035, 4.982], [-2.605, 0.930, 7.154], [-1.134, 2.412, 8.443], [0.694, 4.057, 8.531], [1.795, 4.809, 6.429], [1.055, 3.942, 4.269], [-1.952, 1.218, 0.125], [-1.239, 1.709, 0.885], [-0.235, -2.916, -2.123], [-0.813, -3.821, -1.682], [-1.373, -4.993, -1.152], [-0.651, -5.664, -0.126], [-0.038, -6.202, 0.696], [-2.587, -5.543, -1.646], [-3.551, -6.028, -2.062]],
  "forces_ev_per_a": [[0.811, 1.366, -0.567], [0.023, -0.016, 0.043], [0.071, 0.028, 0.040], [0.130, 0.088, -0.026], [-0.111, -0.069, 0.004], [0.020, 0.047, -0.045], [0.084, 0.110, -0.089], [0.011, 0.000, 0.005], [0.000, 0.043, 0.008], [-0.103, 0.072, -0.081], [-0.050, -0.135, -0.015], [0.147, -0.031, 0.067], [-0.265, 0.021, -0.084], [-1.014, -1.502, 1.087], [-0.006, -0.023, -0.013], [-0.014, 0.007, -0.012], [-0.012, -0.026, -0.023], [-0.071, -0.056, 0.046], [-0.174, 0.297, -0.017], [0.208, 0.137, -0.178], [-0.056, -0.156, 0.247], [-0.043, -0.182, -0.087], [0.028, -0.160, -0.047], [-0.058, 0.055, 0.105], [0.107, -0.253, -0.061], [-0.017, -0.057, -0.023], [-0.006, 0.057, 0.023], [0.054, 0.113, -0.009], [0.003, 0.105, 0.008], [-0.046, 0.073, -0.033], [-0.013, -0.011, 0.051], [0.005, -0.084, 0.002], [0.059, 0.041, -0.001], [-0.048, -0.010, 0.032], [-0.096, 0.145, -0.075], [0.065, 0.290, -0.072], [-0.031, -0.542, -0.189], [0.346, -0.165, -0.497], [-0.131, 0.070, 0.043], [0.176, -0.026, 0.030], [0.025, 0.088, -0.011], [-0.001, 0.023, 0.011], [-0.028, 0.001, -0.030], [0.010, -0.026, 0.021], [-0.064, 0.034, -0.011], [-0.013, 0.035, -0.021], [0.036, 0.031, 0.012], [-0.047, -0.042, 0.100], [0.069, -0.020, 0.071], [0.034, 0.035, -0.002], [0.031, -0.036, 0.002], [-0.041, 0.041, 0.068], [-0.033, -0.050, -0.005], [0.122, -0.013, 0.052], [-0.184, 0.142, -0.030], [-0.029, -0.046, -0.132], [0.053, -0.026, 0.040], [-0.018, 0.050, 0.007], [-0.042, 0.053, -0.017], [0.017, -0.093, -0.020], [-0.099, 0.036, -0.010], [-0.029, 0.081, 0.038], [0.044, 0.021, 0.021], [-0.025, -0.037, -0.017], [0.022, 0.008, 0.010], [0.108, 0.057, -0.064], [-0.032, -0.056, -0.031], [0.046, 0.025, -0.002], [-0.018, -0.028, 0.048], [-0.087, -0.024, -0.016], [-0.097, -0.068, 0.097], [0.008, -0.058, 0.002], [-0.013, 0.021, -0.008], [-0.025, 0.032, 0.066], [0.035, 0.021, -0.025], [-0.008, 0.005, -0.004], [-0.017, 0.010, -0.022], [-0.006, -0.002, 0.026], [0.030, -0.078, -0.017], [-0.026, -0.021, 0.080], [0.053, 0.028, -0.005], [0.004, 0.026, -0.029], [0.018, 0.023, -0.057], [-0.011, -0.015, -0.046], [-0.028, -0.008, -0.007], [0.023, -0.027, 0.029], [0.275, 0.381, 0.626], [-0.088, -0.243, -0.389], [-0.163, 0.180, 0.016], [0.142, -0.452, -0.032], [-0.043, -0.047, 0.241], [-0.175, 0.192, -0.259], [-0.036, 0.011, -0.032], [0.286, 0.121, 0.027], [0.062, 0.041, 0.042]]
}

---

{
  "formula": "C3H8N2O2",
  "method": "ωB97M-V/def2-TZVPD",
  "homo_ev": -9.60,
  "fmax_ha_per_bohr": 0.011,
  "relative_energy_kcal_mol": 59.16,
  "homo_lumo_gap_ev": 10.09,
  "molar_mass_g_mol": 104.11,
  "lumo_ev": 0.5,
  "species": ["C", "N", "C", "N", "O", "H", "H", "H", "H", "H", "H", "C", "O", "H", "H"],
  "positions_angstrom": [[-1.247, 0.951, 0.216], [-0.805, -0.212, 0.009], [0.074, -0.373, -1.167], [-0.359, -1.444, -2.017], [1.348, -0.704, -0.725], [-1.886, 1.142, 1.083], [-1.010, 1.815, -0.424], [0.070, 0.564, -1.759], [-0.245, -2.314, -1.502], [-1.347, -1.340, -2.229], [1.638, -0.032, -0.081], [1.177, 0.170, 2.373], [1.815, 0.850, 1.601], [0.670, -0.756, 2.053], [1.060, 0.470, 3.431]],
  "forces_ev_per_a": [[-0.080, 0.066, 0.049], [-0.025, 0.192, -0.017], [-0.154, 0.075, -0.180], [-0.107, -0.057, 0.117], [0.089, 0.119, 0.073], [0.082, -0.063, -0.161], [-0.032, -0.170, 0.030], [0.033, -0.113, 0.138], [-0.027, 0.055, -0.070], [0.122, 0.001, -0.024], [-0.004, -0.116, -0.067], [0.189, 0.223, -0.203], [-0.262, -0.303, 0.398], [0.103, 0.098, -0.002], [0.071, -0.007, -0.080]]
}

---

{
  "formula": "C24H48F5Hf2O12P2",
  "method": "ωB97M-V/def2-TZVPD",
  "homo_ev": -19.55,
  "fmax_ha_per_bohr": 0.196,
  "relative_energy_kcal_mol": 44.10,
  "homo_lumo_gap_ev": 1.84,
  "molar_mass_g_mol": 1042.55,
  "lumo_ev": -17.7,
  "charge": 5,
  "species": ["Hf", "Hf", "F", "O", "P", "O", "F", "F", "O", "P", "O", "F", "F", "C", "C", "O", "C", "H", "H", "H", "H", "H", "H", "C", "C", "O", "C", "H", "H", "H", "H", "H", "H", "C", "C", "O", "C", "H", "H", "H", "H", "H", "H", "C", "C", "O", "C", "H", "H", "H", "H", "H", "H", "C", "C", "O", "C", "H", "H", "H", "H", "H", "H", "C", "C", "O", "C", "H", "H", "H", "H", "H", "H", "C", "C", "O", "C", "H", "H", "H", "H", "H", "H", "C", "C", "O", "C", "H", "H", "H", "H", "H", "H"],
  "positions_angstrom": [[-2.704, -2.849, 3.017], [-0.302, -2.486, -2.783], [-4.320, -1.201, 2.773], [-0.545, -1.199, -0.865], [-0.744, -0.800, 0.578], [-1.757, -1.515, 1.463], [-1.161, 0.710, 0.623], [0.601, -0.819, 1.339], [-2.367, -4.120, 1.217], [-1.961, -4.586, -0.192], [-1.420, -3.588, -1.205], [-3.114, -5.254, -0.935], [-0.870, -5.684, 0.047], [-5.540, -2.461, -1.579], [-4.701, -1.727, -0.558], [-4.124, -2.385, 0.314], [-4.586, -0.218, -0.584], [-6.579, -2.123, -1.601], [-5.498, -3.547, -1.590], [-5.308, -2.136, -2.599], [-5.484, 0.187, -0.119], [-4.369, 0.093, -1.605], [-3.715, -0.004, 0.036], [2.764, -3.254, 1.495], [1.893, -3.946, 0.482], [1.025, -3.335, -0.157], [2.186, -5.414, 0.301], [3.787, -3.623, 1.502], [2.281, -3.392, 2.466], [2.781, -2.171, 1.384], [3.241, -5.679, 0.276], [1.643, -5.802, -0.561], [1.722, -5.918, 1.154], [3.406, 0.277, -2.577], [2.960, -1.114, -2.820], [1.810, -1.454, -2.441], [3.977, -2.062, -3.369], [3.423, 0.602, -3.625], [4.400, 0.323, -2.133], [2.721, 0.845, -1.950], [4.941, -1.696, -3.022], [3.922, -2.082, -4.460], [3.777, -3.069, -3.002], [-4.805, 4.854, -2.186], [-4.584, 3.430, -1.698], [-5.438, 2.575, -1.864], [-3.490, 3.148, -0.673], [-4.820, 5.502, -1.306], [-5.683, 5.002, -2.807], [-3.845, 5.165, -2.607], [-3.842, 3.610, 0.253], [-2.485, 3.465, -0.946], [-3.555, 2.110, -0.350], [-1.768, 0.971, 5.766], [-1.184, 0.007, 4.757], [-1.831, -1.009, 4.470], [0.179, 0.172, 4.194], [-1.003, 1.181, 6.516], [-2.626, 0.461, 6.196], [-2.003, 1.930, 5.300], [0.637, -0.806, 4.053], [0.896, 0.860, 4.644], [0.153, 0.670, 3.220], [3.574, 4.253, 0.791], [2.345, 3.385, 0.576], [2.130, 2.774, -0.472], [1.289, 3.485, 1.634], [3.289, 5.306, 0.788], [4.193, 4.178, -0.102], [4.039, 3.841, 1.685], [1.060, 4.552, 1.694], [1.767, 3.320, 2.603], [0.407, 2.872, 1.461], [-2.217, 1.567, -3.586], [-0.774, 1.209, -3.217], [-0.416, 0.019, -3.229], [0.202, 2.306, -3.053], [-2.879, 1.649, -2.720], [-2.645, 0.712, -4.110], [-2.263, 2.524, -4.102], [0.720, 2.091, -2.113], [-0.326, 3.253, -3.002], [0.890, 2.166, -3.889], [3.847, 0.445, 2.049], [5.137, 0.664, 1.284], [5.673, 1.740, 1.270], [5.712, -0.549, 0.620], [3.512, 1.325, 2.599], [3.991, -0.326, 2.808], [3.014, 0.249, 1.370], [6.747, -0.422, 0.298], [5.221, -0.819, -0.318], [5.760, -1.386, 1.319]],
  "forces_ev_per_a": [[-2.081, 8.278, -5.314], [1.513, 5.141, 7.334], [3.704, -4.395, 1.190], [-0.243, -0.556, -0.842], [-0.492, 0.638, 0.459], [0.449, -1.225, 1.177], [0.628, -1.583, -0.237], [-0.571, 0.134, -0.734], [0.356, 0.304, 1.091], [0.123, -1.058, 0.763], [0.877, 0.778, -2.421], [0.568, 0.059, 0.970], [-1.573, 1.314, -0.496], [-0.030, 0.720, -0.949], [-0.514, -0.912, 0.234], [0.071, -0.175, -0.377], [0.730, -1.498, 0.198], [-0.150, -0.063, 0.684], [0.057, 0.072, 0.580], [0.521, 0.140, -0.021], [-0.036, 0.403, -0.434], [-0.661, 0.415, 0.032], [-0.178, 0.275, 0.180], [-0.673, 0.677, 0.065], [1.335, -0.410, -0.338], [0.170, -0.078, -0.242], [-1.081, 0.302, -0.326], [-0.160, -0.287, 0.171], [0.328, -0.399, 0.227], [-0.035, 0.015, -0.383], [-0.014, 0.159, 0.077], [0.260, -0.017, -0.156], [0.263, -0.103, 0.251], [-0.810, -0.497, 0.173], [1.429, -0.172, 0.921], [-2.944, -1.886, -1.154], [-0.869, 0.071, 0.340], [0.351, 0.757, 0.005], [0.155, -0.033, -0.392], [-0.089, 0.155, -0.272], [0.184, -0.239, -0.390], [0.247, 0.110, -0.118], [0.075, -0.046, -0.045], [1.412, -0.348, 0.526], [-2.128, 0.231, 0.769], [1.038, 0.156, -0.369], [-0.404, -0.271, 0.352], [-0.435, -0.117, 0.189], [0.200, -0.179, -0.087], [-0.224, 0.164, -0.688], [0.294, 0.738, -0.158], [-0.049, 0.160, 0.135], [0.355, -0.198, -0.615], [0.360, -1.152, -0.632], [0.822, 1.462, 1.166], [-1.577, -3.271, -1.612], [0.673, 0.302, -0.791], [0.030, -0.040, 0.074], [-0.164, 0.522, 0.130], [-0.172, -0.007, -0.101], [0.045, 0.034, 0.013], [-0.422, -0.213, 0.994], [-0.601, -0.228, -0.292], [-0.679, -1.046, -1.099], [-0.395, 0.842, -1.266], [0.215, -0.328, 0.654], [0.751, 0.302, 0.471], [-0.101, -0.010, 0.818], [0.331, -0.381, 0.290], [0.466, 0.724, 0.057], [-0.432, -0.016, -0.109], [-0.206, -0.308, 0.131], [0.048, 0.035, -0.029], [0.633, -0.922, 0.615], [-2.328, 1.008, -1.271], [0.494, -3.185, 0.172], [-0.397, -1.092, 0.689], [0.353, 0.193, 0.407], [0.024, 0.299, -0.534], [-0.003, -0.192, -0.264], [0.385, 0.395, 0.011], [0.405, 0.111, -0.266], [0.201, 0.565, -0.009], [-0.479, 0.446, 0.436], [0.091, 0.595, 0.305], [-0.164, -0.152, -0.206], [1.102, -0.466, -0.389], [0.489, 0.259, -0.081], [-0.165, -0.330, -0.246], [0.073, -0.559, -0.136], [0.028, 0.526, 0.240], [-0.569, -0.179, 0.248], [-0.412, -0.165, -0.123]]
}

---

{
  "formula": "C4H2OS",
  "method": "ωB97M-V/def2-TZVPD",
  "homo_ev": -9.65,
  "fmax_ha_per_bohr": 0.135,
  "relative_energy_kcal_mol": 28.20,
  "homo_lumo_gap_ev": 7.77,
  "molar_mass_g_mol": 98.13,
  "lumo_ev": -1.9,
  "species": ["C", "C", "C", "O", "C", "S", "H", "H"],
  "positions_angstrom": [[-1.746, -1.414, -0.112], [-1.063, -0.473, 0.079], [-0.067, 0.735, -0.001], [-0.518, 1.843, -0.102], [1.402, 0.641, 0.084], [2.466, -0.576, -0.061], [-2.090, -2.574, 0.081], [1.615, 1.818, 0.032]],
  "forces_ev_per_a": [[-2.221, -6.479, 1.063], [3.904, 4.125, -0.365], [-3.088, -2.089, 0.677], [-0.298, 0.276, -0.192], [1.679, 1.856, -0.910], [-1.203, 0.972, 0.332], [0.671, 3.930, -1.006], [0.556, -2.591, 0.401]]
}

---

no.,DFT total energy (eV)
1,-185081.75501
2,-10314.38687
3,-84962.95116
4,-17058.55288